The following is a DFT calculation (ωB97M-V with the def2-TZVPD basis set) of 3 unconnected molecules or ions with the total composition C12H25NO6P at a distorted geometry.

```
45
Properties=species:S:1:pos:R:3:forces:R:3
O 0.623 -2.588 -1.075 -1.1876 -0.1855 -0.4362
P 0.092 -1.332 -1.946 1.2546 1.3394 0.4832
O 0.420 -1.747 -3.503 -1.1335 -0.3300 0.3396
C -1.808 -1.508 -1.915 0.3253 -0.1474 0.2688
N -2.519 -2.504 -2.302 0.1610 -0.6442 -0.0251
C -3.949 -2.230 -2.060 -0.2892 0.9078 -0.3262
C -3.899 -0.735 -2.391 0.6125 -0.5592 1.0373
C -2.713 -0.390 -1.461 0.9840 -0.8988 -1.4061
H -0.006 -3.328 -1.054 0.5753 -0.2147 0.0815
H -0.240 -1.304 -4.064 0.5033 -0.1296 -0.3312
H -2.132 -3.353 -2.697 -0.1000 -0.1342 0.0895
H -4.062 -2.321 -0.987 -0.5712 -0.4324 0.2366
H -4.672 -2.788 -2.631 0.1939 -0.5560 -0.1892
H -3.449 -0.719 -3.374 -0.7024 0.6193 -0.7146
H -4.815 -0.184 -2.284 -0.2052 0.2082 0.0845
H -2.894 -0.593 -0.398 -0.2181 0.6473 0.1792
H -2.184 0.528 -1.663 -0.1991 0.5675 0.4619
O -3.271 0.422 1.260 0.0273 -0.1766 0.1299
C -2.680 0.355 2.318 0.2194 0.0301 -0.0236
O -2.478 1.474 2.995 -0.2556 0.1749 0.0235
C -1.939 1.518 4.330 0.3030 0.0062 0.2582
C -0.426 1.505 4.326 -0.0098 -0.0788 -0.2040
C -2.104 -0.947 2.822 -0.3351 -0.1076 0.1526
H -2.364 0.721 4.940 -0.0079 -0.0652 -0.0781
H -2.301 2.455 4.746 -0.0936 0.0402 -0.1256
H -0.028 0.586 3.896 0.0081 -0.0349 0.0647
H -0.045 1.601 5.342 -0.0213 0.0133 0.0206
H -0.042 2.332 3.729 -0.0059 0.0422 0.0400
H -1.127 -1.097 2.361 0.0398 0.0365 0.0355
H -2.769 -1.755 2.525 0.0346 0.0220 -0.1258
H -1.998 -0.997 3.901 0.1443 0.0624 -0.0013
O 2.680 1.309 1.190 -0.0497 -0.0984 0.0636
C 3.302 1.257 0.164 -0.0163 0.2733 -0.0849
O 4.536 0.729 0.176 -0.0147 -0.2242 0.1626
C 5.292 0.457 -1.009 0.1569 0.0978 -0.1923
C 6.054 1.675 -1.487 -0.0962 0.1222 0.0601
C 2.750 1.843 -1.117 -0.1044 -0.3865 -0.2151
H 4.652 0.037 -1.787 -0.0480 0.0525 0.0025
H 5.991 -0.326 -0.724 -0.0423 -0.0180 0.1152
H 5.384 2.488 -1.764 -0.0180 -0.0281 -0.0688
H 6.667 1.425 -2.353 0.0094 -0.0222 0.0031
H 6.703 2.046 -0.694 0.0442 -0.0523 0.0022
H 2.963 2.910 -1.145 0.0274 0.0091 0.0238
H 1.673 1.697 -1.109 -0.0276 0.1437 0.1222
H 3.134 1.378 -2.023 0.1282 0.1087 0.0058
```
Forces are in eV/Å.

Calculated values
Electronic energy (Ha): -1319.55433
Lowest unoccupied orbital energy (eV): -4.62
Charge: +1

Löwdin population analysis, charges in e, atoms 1 to 4:
1. O -0.236
2. P 0.884
3. O -0.258
4. C -0.277